Record 1
DFT (the ωB97M-V functional and the def2-TZVPD basis) results for a molecular structure, C25H44O2P2Pm in a non-equilibrium geometry.

```
74
Properties=species:S:1:pos:R:3:mulliken_spin:R:1
Pm 0.391 0.493 0.295 4.009
C -2.078 1.970 0.068 0.000
C -2.394 0.595 0.298 -0.021
C -1.629 1.503 2.276 -0.006
C -1.575 2.519 1.282 -0.002
C -2.116 0.309 1.678 0.002
C -2.314 2.724 -1.190 0.003
H -1.787 2.278 -2.046 0.000
H -1.980 3.764 -1.108 -0.001
H -3.387 2.732 -1.437 0.000
C -1.064 3.892 1.498 -0.001
H -1.327 4.548 0.658 0.000
H 0.037 3.901 1.575 0.000
H -1.459 4.337 2.427 0.000
C -1.292 1.678 3.718 0.000
H -1.529 2.697 4.052 0.000
H -0.217 1.518 3.891 0.000
H -1.843 0.970 4.350 0.000
C -2.505 -0.929 2.394 0.000
H -3.540 -0.831 2.768 -0.001
H -1.860 -1.127 3.261 -0.001
H -2.476 -1.825 1.757 0.001
C -3.181 -0.261 -0.633 0.001
H -4.254 -0.090 -0.443 -0.001
H -2.993 -1.332 -0.489 0.000
H -2.985 -0.019 -1.689 -0.001
C 1.814 0.371 -1.672 0.021
C 1.540 -0.414 -2.991 -0.004
C 0.876 -1.822 -3.064 0.001
C 0.576 -2.574 -1.785 0.000
C -0.151 -1.661 -0.726 -0.007
C 0.526 -1.722 0.586 0.007
C 2.015 -1.396 0.617 0.019
C 2.637 -0.597 -0.599 -0.009
H 1.560 -2.429 -3.687 0.000
H 1.504 -2.991 -1.382 0.000
H -0.045 -1.826 -3.673 0.000
H 3.176 -1.339 -1.228 0.002
H 2.666 1.063 -1.832 0.000
H 2.466 -0.452 -3.590 0.000
H 3.448 0.028 -0.196 0.000
H 2.300 -0.870 1.595 -0.009
H 0.473 -2.868 0.850 0.007
H 2.610 -2.336 0.710 0.001
H -0.079 -3.433 -1.985 -0.001
H -1.149 -2.095 -0.564 -0.003
P 0.537 0.957 -3.725 -0.001
C 1.314 2.133 -4.811 0.000
C -1.132 0.466 -4.077 0.001
P -0.183 -3.315 2.543 0.006
C 0.630 1.398 -1.938 -0.015
C -0.868 -4.724 1.612 -0.001
C 1.488 -3.938 2.926 0.000
H 1.646 3.017 -4.244 0.000
H 0.612 2.446 -5.606 0.000
H 2.198 1.692 -5.311 0.000
H -1.527 -0.270 -3.370 0.000
H -1.167 0.010 -5.074 0.000
H -1.793 1.339 -4.083 0.000
H 2.217 -3.648 2.151 0.000
H 1.447 -5.029 3.082 0.000
H 1.749 -3.445 3.875 0.000
H 0.844 2.470 -1.752 -0.002
H -0.350 -0.692 -1.298 0.001
H -1.814 -4.965 2.126 0.001
H -0.215 -5.609 1.648 0.000
H -1.092 -4.408 0.574 0.000
C 2.932 2.889 3.393 -0.001
O 2.091 1.718 3.288 0.001
C 1.770 1.328 2.089 0.002
O 1.879 2.085 1.065 0.002
H 2.474 3.748 2.889 0.000
H 3.902 2.636 2.965 0.000
H 3.008 3.063 4.467 0.000
```

- net charge = +1
- maximum force (eV/Å) = 7.9
- molecular weight (g mol⁻¹) = 583.57
- E_HOMO (alpha / beta) (eV) = -9.02 / -9.01
- gap between HOMO and LUMO (alpha / beta) (eV) = 5.01 / 5.01
- LUMO (alpha / beta) (hartree) = -0.147 / -0.147
- E (Eh) = -2420.020915
- multiplicity = 5


Record 2
DFT (the ωB97M-V functional and the def2-TZVPD basis) results for a molecular structure, C25H44O2P2Ru in a non-equilibrium geometry.

```
74
Properties=species:S:1:pos:R:3:mulliken_spin:R:1
Ru 0.257 0.228 1.861 3.116
C -1.970 -1.069 3.284 0.272
C -1.636 -2.276 2.651 0.203
C 0.369 -1.308 3.371 0.231
C -0.745 -0.400 3.713 -0.062
C -0.243 -2.461 2.723 0.232
C -3.341 -0.647 3.632 -0.004
H -4.028 -0.729 2.777 0.011
H -3.360 0.382 4.000 0.000
H -3.741 -1.291 4.430 0.021
C -0.733 0.586 4.816 0.097
H -1.565 1.294 4.700 0.001
H 0.207 1.141 4.815 0.000
H -0.844 0.103 5.800 0.010
C 1.659 -1.402 4.094 0.099
H 1.593 -2.032 4.996 0.008
H 1.996 -0.411 4.401 -0.012
H 2.411 -1.845 3.430 -0.004
C 0.468 -3.705 2.391 -0.047
H 0.328 -4.445 3.194 0.026
H 1.541 -3.518 2.293 0.003
H 0.093 -4.155 1.462 0.009
C -2.607 -3.312 2.178 0.018
H -2.691 -4.131 2.920 0.004
H -2.287 -3.761 1.222 0.004
H -3.613 -2.889 2.033 -0.002
C -0.624 1.898 0.911 0.027
C -1.695 0.985 1.084 0.130
C -2.237 0.138 -0.026 0.046
C -1.169 -0.708 -0.768 0.028
C 0.128 -0.904 -0.027 0.192
C 1.226 -0.003 -0.021 0.113
C 1.242 1.326 -0.738 0.008
C -0.007 2.183 -0.449 0.076
H -2.756 0.778 -0.759 0.000
H -1.002 -0.286 -1.777 0.009
H -3.012 -0.531 0.380 0.000
H -0.734 2.091 -1.271 0.005
H -0.644 2.760 1.594 -0.008
H -2.396 1.189 1.902 -0.012
H 0.318 3.232 -0.433 -0.003
H 2.096 1.893 -0.341 -0.005
H 2.217 -0.486 0.046 -0.005
H 1.403 1.221 -1.825 -0.002
H -1.603 -1.709 -0.909 0.001
H 0.379 -1.963 0.132 -0.010
P -0.527 1.198 -3.913 0.003
C -0.695 3.014 -4.235 0.001
C -1.751 0.685 -5.207 0.000
P 1.778 -0.658 -4.609 0.002
C 1.001 1.002 -4.963 0.001
C 1.128 -1.557 -6.094 0.000
C 3.385 -0.252 -5.425 0.000
H 0.154 3.548 -3.791 0.000
H -1.623 3.370 -3.767 0.000
H -0.725 3.202 -5.319 0.000
H -1.625 1.302 -6.110 0.000
H -2.752 0.857 -4.793 0.000
H -1.653 -0.376 -5.460 0.000
H 3.219 0.035 -6.472 0.000
H 4.015 -1.150 -5.379 0.000
H 3.875 0.564 -4.886 0.000
H 1.726 1.795 -4.700 0.000
H 0.728 1.082 -6.034 0.000
H 1.661 -2.516 -6.132 0.000
H 1.348 -0.985 -7.005 0.000
H 0.056 -1.756 -6.015 0.000
C 2.975 2.581 4.407 0.018
O 2.038 1.584 3.948 0.005
C 1.739 1.593 2.627 -0.013
O 2.290 2.360 1.842 0.152
H 2.553 3.579 4.251 0.003
H 3.927 2.476 3.869 0.002
H 3.107 2.372 5.473 0.003
```

- net charge = +1
- maximum force (eV/Å) = 3.0
- molecular weight (g mol⁻¹) = 539.64
- E_HOMO (alpha / beta) (eV) = -9.92 / -10.96
- gap between HOMO and LUMO (alpha / beta) (eV) = 8.10 / 5.63
- LUMO (alpha / beta) (hartree) = -0.067 / -0.196
- E (Eh) = -1906.628414
- multiplicity = 6


Record 3
DFT (the ωB97M-V functional and the def2-TZVPD basis) results for a molecular structure, C25H44O2P2V in a non-equilibrium geometry.

```
74
Properties=species:S:1:pos:R:3:mulliken_spin:R:1
V 0.011 -0.340 1.651 2.093
C -0.920 -2.043 2.510 -0.003
C 0.397 -2.370 2.037 -0.018
C 0.594 -0.735 3.674 -0.022
C -0.792 -1.028 3.516 -0.072
C 1.332 -1.564 2.770 0.032
C -2.212 -2.681 2.134 -0.016
H -2.137 -3.215 1.181 0.006
H -3.010 -1.925 2.068 -0.003
H -2.502 -3.403 2.915 -0.001
C -1.885 -0.450 4.331 0.028
H -2.788 -1.063 4.247 0.001
H -2.114 0.565 3.982 -0.002
H -1.571 -0.378 5.380 -0.001
C 1.182 0.139 4.722 0.012
H 1.479 -0.454 5.598 -0.004
H 0.456 0.890 5.046 0.001
H 2.069 0.655 4.346 0.002
C 2.819 -1.619 2.714 -0.014
H 3.200 -2.211 3.563 0.001
H 3.246 -0.606 2.800 -0.003
H 3.170 -2.083 1.788 0.003
C 0.775 -3.502 1.149 0.005
H 1.080 -4.372 1.758 0.000
H 1.630 -3.233 0.514 -0.013
H -0.067 -3.820 0.527 0.000
C -1.540 1.101 -3.462 -0.004
C -1.780 -0.208 -3.645 0.002
C -1.101 -1.018 -4.722 0.000
C 0.390 -0.672 -4.985 0.000
C 1.193 -0.300 -3.781 -0.003
C 1.458 0.974 -3.436 0.000
C 0.752 2.153 -4.052 0.002
C -0.746 1.938 -4.420 0.001
H -1.630 -0.917 -5.691 0.000
H 0.443 0.114 -5.751 0.000
H -1.175 -2.091 -4.480 0.000
H -0.828 1.567 -5.451 0.000
H -2.091 1.655 -2.700 0.001
H -2.655 -0.683 -3.168 0.000
H -1.210 2.933 -4.450 0.000
H 0.817 2.996 -3.346 -0.001
H 2.304 1.245 -2.780 0.001
H 1.272 2.505 -4.963 0.000
H 0.855 -1.549 -5.465 0.000
H 1.706 -1.138 -3.305 0.001
P -1.469 0.063 -0.290 -0.027
C -2.983 1.028 -0.305 -0.002
C -1.502 -1.596 -1.034 0.057
P 1.689 0.501 -0.086 -0.048
C 0.040 0.949 -0.910 0.015
C 2.605 -0.807 -0.951 0.019
C 2.734 1.958 0.053 -0.002
H -2.982 1.631 0.619 0.002
H -3.847 0.344 -0.293 0.000
H -3.065 1.704 -1.165 -0.003
H -1.239 -1.580 -2.101 0.005
H -2.519 -1.988 -0.931 0.002
H -0.808 -2.284 -0.536 -0.028
H 2.761 2.531 -0.883 -0.001
H 3.754 1.651 0.325 -0.001
H 2.332 2.588 0.860 0.001
H -0.090 2.048 -0.919 0.006
H 0.057 0.610 -1.945 0.006
H 3.488 -1.083 -0.351 0.002
H 2.964 -0.467 -1.927 -0.002
H 1.979 -1.700 -1.085 -0.006
C -0.601 4.045 3.275 -0.001
C -0.492 2.682 2.641 0.008
O -1.547 2.016 2.403 -0.006
O 0.704 2.277 2.382 -0.009
H -1.645 4.288 3.474 0.000
H -0.158 4.781 2.602 0.000
H -0.030 4.051 4.210 0.000
```

- net charge = +1
- maximum force (eV/Å) = 5.5
- molecular weight (g mol⁻¹) = 489.52
- E_HOMO (alpha / beta) (eV) = -11.06 / -11.36
- gap between HOMO and LUMO (alpha / beta) (eV) = 7.55 / 8.39
- LUMO (alpha / beta) (hartree) = -0.129 / -0.109
- E (Eh) = -2755.915409
- multiplicity = 3